Record 1
{"formula": "C5H8O4", "method": "ωB97M-V with the def2-TZVPD basis set", "species": ["C", "C", "O", "O", "H", "H", "H", "C", "C", "C", "O", "O", "H", "H", "H", "H", "H"], "xyz": [[-0.67, -0.86, -2.46], [0.28, -0.14, -3.45], [1.14, -0.86, -4.02], [0.12, 1.09, -3.62], [-0.08, -1.60, -1.94], [-1.39, -1.40, -3.07], [-1.11, -0.13, -1.78], [-0.38, 0.59, 2.25], [0.07, -0.58, 1.35], [0.81, 1.47, 2.69], [1.49, 2.02, 1.81], [1.00, 1.53, 3.94], [-1.08, 1.19, 1.67], [-0.87, 0.25, 3.16], [-0.72, -1.33, 1.25], [0.93, -1.09, 1.80], [0.45, -0.16, 0.43]], "nbo_charge": [-0.738, 0.757, -0.822, -0.792, 0.202, 0.185, 0.207, -0.507, -0.605, 0.751, -0.777, -0.828, 0.187, 0.181, 0.176, 0.186, 0.236], "homo_energy_ev": -1.49, "e_above_lowest_ev": 0.214, "orbital_gap_ev": 7.94, "e_tot_ev": -13505.500, "charge": -2}

---

Record 2
{"formula": "C2H4N2O2S", "method": "ωB97M-V with the def2-TZVPD basis set", "species": ["O", "C", "N", "C", "S", "N", "O", "H", "H", "H", "H"], "xyz": [[-2.55, 0.06, 0.07], [-1.82, 0.87, -0.46], [-0.41, 0.86, -0.37], [0.41, -0.18, 0.08], [-0.02, -1.63, 0.70], [1.74, 0.19, 0.18], [2.15, 1.18, -0.74], [-2.19, 1.62, -1.15], [0.11, 1.65, -0.79], [2.28, -0.61, -0.03], [2.47, 1.91, -0.17]], "nbo_charge": [-0.508, 0.535, -0.660, 0.207, -0.075, -0.325, -0.582, 0.127, 0.419, 0.382, 0.480], "homo_energy_ev": -8.66, "e_above_lowest_ev": 1.905, "orbital_gap_ev": 8.78, "e_tot_ev": -20047.578, "smiles": "O=CNC(=S)NO"}

---

Record 3
{"formula": "C22H21N3O4", "method": "ωB97M-V with the def2-TZVPD basis set", "species": ["C", "O", "C", "C", "C", "C", "C", "O", "N", "C", "C", "C", "C", "C", "C", "N", "C", "N", "C", "C", "C", "C", "C", "C", "C", "O", "O", "C", "C", "H", "H", "H", "H", "H", "H", "H", "H", "H", "H", "H", "H", "H", "H", "H", "H", "H", "H", "H", "H", "H"], "xyz": [[1.08, -5.04, -4.54], [0.31, -4.92, -3.36], [0.58, -3.86, -2.54], [0.27, -4.03, -1.18], [0.54, -3.00, -0.26], [1.03, -1.78, -0.67], [1.33, -0.73, 0.37], [2.19, -1.04, 1.18], [0.66, 0.51, 0.47], [0.93, 1.34, 1.59], [2.24, 1.87, 1.74], [2.69, 2.54, 2.88], [1.76, 2.81, 3.88], [0.44, 2.41, 3.71], [-0.02, 1.76, 2.54], [-1.42, 1.56, 2.39], [-2.35, 2.63, 2.77], [-1.96, 0.54, 1.53], [-3.13, -0.15, 1.82], [-3.66, -0.67, 0.68], [-2.70, -0.34, -0.39], [-1.69, 0.35, 0.19], [-0.44, 0.80, -0.46], [-0.54, 2.24, -0.88], [0.63, 2.59, -1.82], [1.07, 1.83, -2.67], [1.18, 3.80, -1.61], [1.28, -1.57, -2.03], [1.07, -2.61, -2.96], [0.59, -4.47, -5.35], [1.18, -6.07, -4.87], [2.06, -4.60, -4.45], [-0.16, -4.96, -0.86], [0.36, -3.19, 0.81], [2.91, 1.74, 0.90], [3.76, 2.80, 3.00], [2.05, 3.32, 4.81], [-0.30, 2.64, 4.52], [-2.71, 2.45, 3.79], [-3.21, 2.64, 2.09], [-1.81, 3.60, 2.64], [-3.56, -0.23, 2.82], [-4.56, -1.28, 0.60], [-2.71, -0.62, -1.48], [-0.27, 0.25, -1.37], [-1.42, 2.41, -1.49], [-0.59, 2.93, -0.01], [2.04, 3.83, -2.09], [1.66, -0.62, -2.37], [1.33, -2.42, -4.00]], "nbo_charge": [-0.252, -0.498, 0.295, -0.253, -0.148, -0.166, 0.683, -0.586, -0.486, 0.176, -0.169, -0.248, -0.196, -0.246, 0.121, -0.273, -0.417, -0.211, -0.073, -0.295, -0.305, 0.171, -0.086, -0.514, 0.809, -0.613, -0.679, -0.195, -0.257, 0.173, 0.198, 0.182, 0.226, 0.228, 0.219, 0.223, 0.218, 0.221, 0.198, 0.222, 0.212, 0.222, 0.230, 0.232, 0.265, 0.254, 0.238, 0.499, 0.235, 0.214], "homo_energy_ev": -8.02, "e_above_lowest_ev": 2.433, "orbital_gap_ev": 8.60, "e_tot_ev": -35813.435, "smiles": "COc1ccc(C(=O)N2c3ccccc3N(C)n3cccc3[C@H]2CC(=O)O)cc1"}

---

Record 4
{"formula": "C3H5ClINO", "method": "ωB97M-V with the def2-TZVPD basis set", "species": ["C", "C", "C", "N", "O", "Cl", "I", "H", "H", "H", "H", "H"], "xyz": [[-0.09, 0.21, -1.21], [0.03, 0.08, 1.30], [-0.79, -0.12, 0.02], [1.05, 0.60, -1.09], [1.30, -0.48, 1.16], [-0.97, -2.10, -0.23], [-2.86, 0.59, -0.05], [-0.63, -0.26, -2.06], [-0.07, 1.15, 1.48], [-0.48, -0.35, 2.22], [1.76, 0.76, -1.82], [1.74, -0.07, 0.29]], "lowdin_spin": [0.033, 0.019, 0.419, 0.048, 0.021, 0.108, 1.345, -0.001, 0.001, 0.001, 0.005, 0.002], "homo_energy_ev": [-6.24, -9.77], "e_above_lowest_ev": 0.417, "orbital_gap_ev": [6.33, 5.81], "e_tot_ev": -27347.018, "spin_multiplicity": 3, "s_squared": 2.01}

---

Record 5
{"formula": "C30H25CrN7O2", "method": "ωB97M-V with the def2-TZVPD basis set", "species": ["Cr", "O", "C", "C", "C", "C", "C", "C", "C", "N", "C", "C", "N", "C", "C", "C", "C", "C", "C", "C", "O", "H", "H", "H", "H", "H", "H", "H", "H", "H", "H", "H", "H", "H", "H", "N", "C", "N", "C", "N", "N", "C", "C", "C", "C", "C", "C", "N", "C", "C", "C", "C", "C", "C", "H", "H", "H", "H", "H", "H", "H", "H", "H", "H", "H"], "xyz": [[-0.66, 0.59, 0.88], [-0.85, 2.16, -0.23], [-0.37, 3.35, -0.06], [-0.40, 4.26, -1.15], [0.10, 5.53, -1.03], [0.66, 5.99, 0.17], [0.68, 5.14, 1.25], [0.18, 3.83, 1.16], [0.19, 3.03, 2.35], [-0.22, 1.82, 2.46], [-0.12, 1.14, 3.76], [-0.84, -0.20, 3.66], [-0.40, -0.75, 2.39], [0.36, -1.79, 2.34], [1.23, -2.07, 1.23], [1.77, -3.35, 1.06], [2.75, -3.60, 0.13], [3.25, -2.52, -0.61], [2.77, -1.25, -0.44], [1.70, -0.97, 0.45], [1.25, 0.24, 0.55], [-0.83, 3.90, -2.08], [0.07, 6.19, -1.89], [1.05, 6.99, 0.25], [1.09, 5.47, 2.19], [0.58, 3.52, 3.25], [-0.53, 1.76, 4.56], [0.94, 0.96, 3.97], [-1.92, -0.06, 3.65], [-0.57, -0.85, 4.50], [0.43, -2.43, 3.22], [1.39, -4.16, 1.68], [3.14, -4.60, -0.01], [4.04, -2.69, -1.33], [3.17, -0.41, -1.01], [2.08, -0.26, -3.74], [1.29, 0.52, -2.95], [0.37, 0.11, -2.17], [0.12, -1.26, -2.09], [-0.77, -1.76, -1.32], [-1.37, -0.90, -0.43], [-2.59, -1.28, -0.08], [-3.33, -0.49, 0.81], [-4.67, -0.74, 1.18], [-5.33, 0.14, 1.99], [-4.66, 1.31, 2.44], [-3.36, 1.49, 2.06], [-2.68, 0.62, 1.30], [0.89, -2.18, -2.96], [0.71, -3.56, -2.95], [1.50, -4.38, -3.74], [2.49, -3.83, -4.55], [2.69, -2.46, -4.56], [1.89, -1.65, -3.77], [2.78, 0.16, -4.32], [1.50, 1.58, -3.02], [-3.02, -2.17, -0.54], [-5.16, -1.63, 0.81], [-6.36, -0.04, 2.27], [-5.16, 2.05, 3.05], [-2.80, 2.36, 2.38], [-0.05, -3.97, -2.30], [1.35, -5.45, -3.72], [3.11, -4.47, -5.16], [3.46, -2.02, -5.18]], "lowdin_spin": [2.862, 0.045, 0.006, 0.002, 0.003, 0.005, 0.002, 0.006, 0.013, -0.012, 0.000, -0.001, -0.012, 0.014, 0.006, 0.003, 0.004, 0.004, 0.002, 0.008, 0.036, 0.000, 0.000, 0.000, 0.000, 0.000, 0.000, 0.000, 0.000, -0.001, 0.000, 0.000, 0.000, 0.000, 0.000, 0.021, 0.020, 0.009, 0.066, -0.029, 0.222, 0.162, 0.120, 0.046, 0.061, 0.105, 0.019, 0.129, 0.002, 0.012, 0.001, 0.014, 0.000, 0.010, 0.001, 0.001, 0.009, 0.000, 0.002, 0.007, -0.001, 0.001, 0.000, 0.001, 0.000], "homo_energy_ev": [-5.18, -7.34], "e_above_lowest_ev": 0.000, "orbital_gap_ev": [5.51, 7.30], "e_tot_ev": -74465.029, "spin_multiplicity": 5, "s_squared": 6.04}

---

Record 6
{"formula": "C4H15N2O", "method": "ωB97M-V with the def2-TZVPD basis set", "species": ["N", "C", "C", "N", "C", "C", "H", "H", "H", "H", "H", "H", "H", "H", "H", "H", "H", "H", "H", "H", "H", "O"], "xyz": [[0.12, -0.80, 2.08], [-0.82, -1.36, 1.12], [-1.15, -0.15, 0.28], [0.05, 0.28, -0.42], [-0.17, 1.70, -0.61], [0.84, 2.28, -1.58], [0.94, -0.44, 1.40], [-1.64, 3.17, 0.97], [0.48, -1.54, 2.70], [-1.76, -1.59, 1.61], [-0.38, -2.18, 0.55], [-2.02, -0.40, -0.40], [-1.43, 0.70, 0.91], [0.96, -1.43, -0.97], [-1.22, 2.00, -0.97], [0.12, 2.29, 0.35], [1.85, 2.03, -1.14], [0.81, 3.46, -1.66], [0.71, 1.78, -2.58], [-2.08, 2.85, 1.68], [1.59, -2.66, -1.77], [1.21, -2.40, -0.94]], "nbo_charge": [-0.712, -0.255, -0.361, 0.099, -0.386, -0.633, 0.356, -0.042, 0.403, 0.225, 0.254, 0.352, 0.269, 0.469, 0.283, 0.360, 0.233, 0.262, 0.241, 0.047, 0.493, -0.958], "homo_energy_ev": -14.30, "e_above_lowest_ev": 7.900, "orbital_gap_ev": 5.57, "e_tot_ev": -9405.762, "charge": 1}

---

What did the second record say?
{"formula": "C2H4N2O2S", "method": "ωB97M-V with the def2-TZVPD basis set", "species": ["O", "C", "N", "C", "S", "N", "O", "H", "H", "H", "H"], "xyz": [[-2.55, 0.06, 0.07], [-1.82, 0.87, -0.46], [-0.41, 0.86, -0.37], [0.41, -0.18, 0.08], [-0.02, -1.63, 0.70], [1.74, 0.19, 0.18], [2.15, 1.18, -0.74], [-2.19, 1.62, -1.15], [0.11, 1.65, -0.79], [2.28, -0.61, -0.03], [2.47, 1.91, -0.17]], "nbo_charge": [-0.508, 0.535, -0.660, 0.207, -0.075, -0.325, -0.582, 0.127, 0.419, 0.382, 0.480], "homo_energy_ev": -8.66, "e_above_lowest_ev": 1.905, "orbital_gap_ev": 8.78, "e_tot_ev": -20047.578, "smiles": "O=CNC(=S)NO"}